A cluster of 3 separate species, C4H13NO3 in total in a non-equilibrium geometry, computed with the ωB97M-V functional and the def2-TZVPD basis.

Values from the calculation:
- HOMO energy: -0.330 hartree
- E_LUMO: 0.018 Ha
- Max |F|: 4.64 eV/Å
- SMILES string: CC(=O)N(C)C.O.O
- Kohn-Sham gap: 9.45 eV
- Total charge: 0

Positions of all 21 atoms, in Å:
O  2.04164  0.30997  -0.46551
O  2.91578  -1.91182  0.53486
O  -1.37631  -0.95092  -1.00774
N  -0.98829  0.89462  -0.09615
C  -1.18265  1.57558  1.13329
C  -1.51632  1.47906  -1.37090
C  -0.86004  -0.49199  -0.03984
C  -0.15609  -1.01524  1.17227
H  1.35826  0.78668  -0.06831
H  0.11468  -0.43920  2.04648
H  2.70690  -2.12553  -0.43365
H  -1.09966  0.91783  -2.26815
H  3.07680  -0.95930  0.46110
H  -0.45938  1.46526  1.99642
H  -2.64427  1.41095  -1.27458
H  -1.10570  2.49388  -1.46976
H  -1.25849  2.68589  1.00308
H  -0.82830  -1.76267  1.71667
H  0.73629  -1.59890  0.98202
H  2.25910  0.68027  -1.28187
H  -2.29650  1.32015  1.40179

Forces on atoms 1 to 2 (eV/Å):
O 1.5245 -1.8722 0.8443
O 0.0133 -0.7373 -2.0320

Atom charges from the Mulliken analysis, given in e for atoms 1 to 6: O -0.60; O -0.68; O -0.63; N 0.14; C -0.98; C -0.94